Entry 1:
Molecular formula: C9H15F3O5S
Method: DFT, ωB97M-V/def2-TZVPD

Atoms and positions in Å:
C1 1.5471 -2.0350 1.5418
C2 1.7158 -1.4417 0.1278
C3 2.7208 -2.2583 -0.6881
C4 0.3731 -1.3594 -0.6131
C5 -0.5122 -0.1414 -0.3457
C6 0.2558 1.1762 -0.3163
C7 -0.5547 2.4769 -0.3910
O1 0.1659 3.4766 -1.0959
C8 -0.8860 3.0914 0.9952
F1 -0.3375 4.2981 1.1589
F2 -2.2164 3.2230 1.1298
F3 -0.4554 2.3216 2.0101
C9 -1.7122 -0.1717 -1.3279
O2 -2.8641 0.1670 -0.5690
S1 -2.7165 -0.4270 0.8998
O3 -3.3005 0.4727 1.8133
O4 -3.0756 -1.7988 0.8838
O5 -1.1444 -0.3134 0.9551
H1 1.4334 -1.2525 2.2933
H2 0.6652 -2.6722 1.6064
H3 2.4245 -2.6205 1.8176
H4 2.1419 -0.4445 0.2466
H5 2.7823 -1.8927 -1.7167
H6 3.7190 -2.1893 -0.2573
H7 2.4193 -3.3072 -0.7365
H8 -0.2316 -2.2243 -0.3320
H9 0.5423 -1.4015 -1.6942
H10 0.8847 1.1884 0.5701
H11 0.9343 1.1648 -1.1743
H12 -1.5225 2.3264 -0.8748
H13 0.2466 3.1959 -2.0120
H14 -1.8301 -1.1685 -1.7611
H15 -1.6123 0.5411 -2.1437

Output
SMILES: CC(C)C[C@@]1(C[C@H](O)C(F)(F)F)COS(=O)(=O)O1
Orbital gap: 11.3 eV

=====

Entry 2:
Molecular formula: C7H10
Method: DFT, ωB97M-V/def2-TZVPD

Atoms and positions in Å:
C1 -1.7194 -0.2798 -0.3619
C2 -2.1437 1.1484 -0.3426
C3 -0.3473 -0.2819 -0.1696
C4 0.7657 -1.1419 -0.7617
C5 1.6286 -0.7609 0.4406
C6 1.8612 0.7039 0.4991
C7 0.5224 0.1776 0.9668
H1 -2.0625 -0.8543 -1.2433
H2 -2.7352 -0.1405 0.3974
H3 -2.3947 1.6141 -1.2954
H4 -1.8239 1.7017 0.5108
H5 0.4314 -2.1782 -0.7759
H6 1.1839 -0.8795 -1.7528
H7 2.2078 -1.4683 1.0198
H8 1.9254 1.2905 -0.4150
H9 2.5224 1.0349 1.2979
H10 0.1779 0.3143 1.9859

Output
ΔE to the lowest compared entry with this formula, charge and spin: 160.3 kcal per mole
Orbital gap (alpha / beta): 8.1 / 7.0 eV

=====

Entry 3:
Molecular formula: C39H50F8NOP2RbS
Method: DFT, ωB97M-V/def2-TZVPD

Atoms and positions in Å:
Rb1 -1.0625 0.1824 0.1348
C1 1.8666 -2.1778 -2.7791
C2 1.6311 -3.2984 -1.7640
C3 2.8743 -4.1790 -1.6639
P1 1.0163 -2.5719 -0.1491
C4 0.0640 -3.9903 0.6017
C5 0.4618 -5.4536 0.4061
C6 -0.2306 -3.6678 2.0705
C7 2.5661 -2.3760 0.8013
C8 3.0845 -3.3419 1.6607
C9 4.2641 -3.1712 2.3762
C10 4.7999 -4.2523 3.2800
C11 4.9373 -1.9620 2.2036
C12 4.4571 -0.9835 1.3579
C13 3.2555 -1.1422 0.6206
N1 2.7192 -0.1614 -0.1525
C14 3.4888 0.6627 -0.8909
C15 4.7558 0.2915 -1.4277
C16 5.4956 1.1340 -2.2308
C17 5.0492 2.4127 -2.5665
C18 5.8471 3.3281 -3.4596
C19 3.8131 2.7933 -2.0540
C20 3.0278 1.9709 -1.2501
P2 1.4013 2.4884 -0.6189
C21 1.8209 3.5753 0.8387
C22 3.0682 4.4507 0.7549
C23 0.5784 4.3754 1.2382
C24 0.6244 3.6123 -1.8917
C25 0.3611 2.7729 -3.1447
C26 1.1702 4.9870 -2.2863
H1 2.1418 -2.5948 -3.7544
H2 2.6719 -1.5178 -2.4470
H3 0.9748 -1.5612 -2.9037
H4 0.7836 -3.9023 -2.1123
H5 3.7337 -3.5722 -1.3690
H6 3.0998 -4.6382 -2.6335
H7 2.7716 -4.9715 -0.9227
H8 -0.8901 -3.8504 0.0802
H9 1.3867 -5.7269 0.9169
H10 0.5816 -5.7005 -0.6510
H11 -0.3312 -6.0972 0.8028
H12 0.6347 -3.8559 2.7097
H13 -1.0687 -4.2747 2.4272
H14 -0.5114 -2.6184 2.1845
H15 2.5516 -4.2758 1.7793
H16 4.0347 -5.0060 3.4792
H17 5.1247 -3.8499 4.2440
H18 5.6602 -4.7702 2.8420
H19 5.8556 -1.7748 2.7557
H20 4.9974 -0.0480 1.2667
H21 5.1401 -0.6959 -1.1990
H22 6.4505 0.7843 -2.6174
H23 6.8925 3.0138 -3.5108
H24 5.8306 4.3600 -3.0979
H25 5.4621 3.3422 -4.4856
H26 3.4515 3.7921 -2.2779
H27 2.0001 2.8287 1.6211
H28 2.9728 5.2289 -0.0056
H29 3.9484 3.8542 0.5097
H30 3.2474 4.9487 1.7153
H31 0.3988 5.1989 0.5419
H32 0.6991 4.8067 2.2379
H33 -0.3193 3.7528 1.2296
H34 -0.3521 3.7673 -1.4163
H35 1.2983 2.4775 -3.6263
H36 -0.2325 3.3428 -3.8657
H37 -0.1979 1.8671 -2.9030
H38 2.0241 4.9126 -2.9654
H39 1.4692 5.5875 -1.4270
H40 0.3882 5.5416 -2.8166
F1 -3.0656 1.9917 0.5871
C27 -2.7540 2.8664 -0.5426
F2 -3.0810 2.0267 -1.6376
C28 -3.9458 3.8088 -0.4806
F3 -3.9365 4.6571 -1.5332
F4 -3.8934 4.5674 0.6402
F5 -5.1794 3.2386 -0.4797
C29 -2.4447 2.0304 3.7038
S1 -1.8009 0.3657 3.9188
C30 -3.2096 -0.5155 3.2349
O1 -0.6892 0.2187 2.9367
H41 -3.3217 2.1660 4.3401
H42 -2.6893 2.2052 2.6568
H43 -1.6527 2.7089 4.0204
H44 -4.0783 -0.3629 3.8781
H45 -2.9424 -1.5710 3.2035
H46 -3.4193 -0.1837 2.2171
F6 -10.3608 -0.1791 0.6784
C31 -9.9480 -1.1366 -0.1885
F7 -10.6991 -2.2296 0.0747
F8 -10.3439 -0.6996 -1.4115
C32 -8.4897 -1.3993 -0.1100
C33 -7.5989 -0.3355 -0.2556
C34 -6.2373 -0.5502 -0.1908
C35 -5.7150 -1.8443 0.0151
C36 -6.6342 -2.8982 0.1574
C37 -7.9980 -2.6819 0.0928
C38 -4.3153 -2.0567 0.1076
C39 -3.0861 -2.1630 0.1791
H47 -7.9733 0.6697 -0.4091
H48 -5.5467 0.2792 -0.2882
H49 -6.2488 -3.8954 0.3249
H50 -8.6826 -3.5115 0.2091

Output
ΔE to the lowest compared entry with this formula, charge and spin: 0.0 kcal per mole
Orbital gap: 5.0 eV
Net charge: -2

=====

Entry 4:
Molecular formula: CH14N3O4
Method: DFT, ωB97M-V/def2-TZVPD

Atoms and positions in Å:
N1 -0.0673 0.5325 -0.1160
C1 -0.4552 -0.4485 0.6461
N2 -1.0148 -1.5038 -0.0947
N3 -0.2832 -0.4711 1.9944
H1 0.3920 1.2829 0.1820
H2 -0.0243 0.3664 -1.1901
H3 -1.4384 -2.3409 0.3340
H4 -0.5132 -1.7596 -0.8066
H5 -0.4793 -1.3232 2.5353
H6 0.1674 0.2844 2.4555
H7 -0.7893 2.4444 2.6237
H8 0.3488 2.8616 3.3184
O1 0.0689 2.7473 2.4943
H9 2.6588 -1.8856 1.4702
H10 2.8303 -0.4653 1.4085
O2 2.3494 -1.1507 1.2585
H11 -1.4676 -1.5933 -3.1753
H12 -1.9757 0.0009 -3.1358
O3 -1.4036 -0.5846 -2.8563
H13 0.2770 1.7601 -3.3269
H14 0.0983 0.2674 -3.0399
O4 0.7210 0.9787 -2.9793

Output
ΔE to the lowest compared entry with this formula, charge and spin: 89.3 kcal per mole
Orbital gap: 11.8 eV
Net charge: +1

=====

Entry 5:
Molecular formula: C40H66Cl19FIN2O4
Method: DFT, ωB97M-V/def2-TZVPD

Atoms and positions in Å:
C1 3.2121 -0.3111 -1.0404
C2 2.0967 0.1403 -0.5065
C3 0.5898 0.7316 -0.2803
O1 0.7280 1.5272 0.9462
C4 1.2184 0.7396 2.0668
C5 2.7014 1.1255 2.6003
C6 3.2789 2.5208 2.0457
C7 4.6388 2.8418 2.9095
N1 -0.4492 -0.3536 -0.1697
F1 -1.4109 -0.1409 0.7653
C8 -1.1208 -0.7316 -1.4824
C9 -1.0288 -2.3709 -1.5894
C10 0.4429 -2.9109 -1.9881
C11 0.8354 -4.3334 -1.3160
C12 0.8781 -4.3241 0.3007
N2 2.2310 -4.5174 0.9045
C13 3.1102 -3.3130 0.7671
C14 2.8868 -5.7707 0.4640
C15 4.2672 -5.6479 -0.3667
O2 2.4038 -6.9265 0.7532
C16 -2.7100 -0.3585 -1.5241
C17 -3.6626 -1.5319 -0.8759
C18 -5.1846 -0.9579 -0.6989
C19 -5.8689 -0.6639 0.6829
C20 -7.3873 -0.1521 0.6208
C21 -8.1739 0.0377 -0.7527
C22 -7.4596 -0.2480 -2.1507
C23 -5.9671 -0.7487 -2.0799
C24 -0.3588 -0.0738 -2.7625
C25 -0.9530 -0.6009 -4.2014
C26 0.1954 -1.1513 -5.1970
C27 0.6834 0.0980 -6.1157
Cl1 2.0048 0.9875 -5.1525
O3 -0.4784 1.3623 -2.5814
C28 0.2275 1.8688 -1.4258
I1 -1.2325 3.2117 -0.4153
C29 1.4994 2.6862 -1.9731
C30 2.1910 3.7064 -0.9359
C31 2.0980 5.2235 -1.5655
O4 2.1380 6.2094 -0.4680
H1 4.2041 -0.6044 -1.5440
H2 1.0744 -0.4149 1.9476
H3 0.5109 1.0033 2.9616
H4 3.4363 0.2856 2.2678
H5 2.7783 1.1642 3.7605
H6 3.6725 2.3056 0.9685
H7 2.5550 3.4095 2.0960
H8 4.3828 3.2057 3.9668
H9 5.3550 3.5417 2.3287
H10 5.2165 1.8299 3.0037
H11 0.0664 -1.2179 0.1439
H12 -1.7522 -2.7886 -2.4013
H13 -1.2580 -2.8220 -0.5359
H14 0.4200 -3.0989 -3.1391
H15 1.3024 -2.1685 -1.8092
H16 1.7917 -4.7089 -1.8290
H17 -0.0150 -5.0736 -1.6228
H18 0.4148 -3.3332 0.7067
H19 0.1665 -5.1624 0.6860
H20 2.5287 -2.4259 1.2555
H21 3.3543 -3.0406 -0.3229
H22 4.0334 -3.4793 1.4370
H23 4.1826 -4.8827 -1.2257
H24 4.5291 -6.6940 -0.7836
H25 5.0867 -5.3159 0.3857
H26 -3.1180 -0.2610 -2.6140
H27 -2.9394 0.6857 -1.0558
H28 -3.2882 -1.8444 0.1636
H29 -3.7825 -2.4364 -1.6020
H30 -5.3232 -0.8277 1.6781
H31 -7.9943 0.0628 1.5703
H32 -9.2768 0.3721 -0.8135
H33 -8.0049 -0.1400 -3.1545
H34 -5.4383 -0.9985 -3.0826
H35 0.7626 -0.3204 -2.8277
H36 -1.4736 0.3387 -4.6590
H37 -1.7752 -1.3963 -4.0745
H38 -0.3317 -1.8884 -5.9297
H39 1.0594 -1.6774 -4.6475
H40 1.0925 -0.3511 -7.1069
H41 -0.2191 0.7909 -6.3641
H42 1.0914 3.3496 -2.8452
H43 2.3076 2.0202 -2.4877
H44 1.7036 3.7758 0.0978
H45 3.3322 3.4987 -0.8501
H46 1.0543 5.3652 -2.0672
H47 2.9231 5.4406 -2.3331
H48 1.2488 6.1276 -0.0276
C32 7.4532 3.4233 5.3696
Cl2 6.2163 2.5467 6.2791
Cl3 6.7744 4.8531 4.5819
H49 8.2415 3.7363 6.0540
H50 7.8672 2.7626 4.6078
C33 -10.2651 -0.6197 -5.1482
Cl4 -8.6639 -0.0602 -5.6474
Cl5 -10.4624 -0.5276 -3.3922
H51 -11.0222 0.0056 -5.6212
H52 -10.3914 -1.6550 -5.4651
C34 -6.2482 -3.3525 -6.4866
Cl6 -6.4288 -2.3506 -5.0414
Cl7 -4.9343 -2.7629 -7.5120
H53 -6.0288 -4.3760 -6.1831
H54 -7.1788 -3.3274 -7.0536
C35 4.4231 0.4814 9.5105
Cl8 6.1239 0.1696 9.8737
Cl9 4.0771 0.2145 7.7968
H55 3.8047 -0.1903 10.1055
H56 4.1909 1.5163 9.7615
C36 3.4645 -3.0491 5.9206
Cl10 5.1583 -3.3683 6.3090
Cl11 3.1337 -3.3452 4.2079
H57 2.8335 -3.7041 6.5217
H58 3.2389 -2.0076 6.1499
C37 5.6560 -7.4200 5.4430
Cl12 7.3085 -7.0162 4.9621
Cl13 4.5554 -6.0702 5.1393
H59 5.3220 -8.2855 4.8710
H60 5.6441 -7.6544 6.5075
C38 -5.3212 3.2048 -1.4956
Cl14 -6.3822 4.5021 -0.9282
Cl15 -6.2533 1.7730 -1.9670
H61 -4.7564 3.5613 -2.3578
H62 -4.6354 2.9315 -0.6927
C39 5.1925 7.2645 0.1014
Cl16 5.3457 6.5829 1.7250
Cl17 6.0245 6.2608 -1.0935
H63 4.1357 7.3231 -0.1593
H64 5.6309 8.2624 0.0932
C40 -7.4230 6.6336 2.0801
Cl18 -8.5781 6.5886 3.4174
Cl19 -7.9375 7.7719 0.8294
H65 -6.4504 6.9433 2.4623
H66 -7.3477 5.6377 1.6433

Output
Orbital gap: 6.9 eV
Net charge: +1

=====

Entry 6:
Molecular formula: C2H4O2S
Method: DFT, ωB97M-V/def2-TZVPD

Atoms and positions in Å:
C1 0.5409 -0.8437 -0.0586
C2 -0.9765 -0.0008 -0.0249
O1 0.8239 1.4291 1.3167
O2 0.7403 1.8047 -1.1832
S1 0.5074 0.9780 0.0074
H1 0.7572 -1.3084 0.9877
H2 0.6515 -1.5019 -0.9144
H3 -1.6075 -0.0313 -0.9142
H4 -1.4371 -0.5258 0.7836

Output
ΔE to the lowest compared entry with this formula, charge and spin: 76.2 kcal per mole
SMILES: O=S1(=O)CC1
Orbital gap: 11.3 eV

=====

Max |F| for every record listed, in sequence, given in eV/A: 0.44 3.95 0.36 11.31 6.67 2.51.